# 1
Computed, not measured: a cluster of 2 separate species, C6H6N2O2 in total, with ωB97M-V/def2-TZVPD.

Element x y z (Å)
O  -1.816  0.318  1.828
C  -0.033  -2.261  -0.565
H  0.809  1.283  2.388
H  2.299  1.234  0.567
H  1.579  1.280  -1.903
N  -1.122  0.576  -0.365
H  -0.057  -3.191  1.723
C  -0.338  0.526  -1.320
C  0.382  1.096  1.373
H  -2.043  0.021  -0.677
C  -0.149  -2.460  0.670
O  -0.572  0.263  -2.525
N  0.895  1.228  -0.999
C  -0.919  0.734  1.031
H  -0.096  -1.815  -1.501
C  1.182  1.168  0.275

E_LUMO in eV: 0.40
Multiplicity: 1
ΔE to the lowest compared entry with this formula, charge and spin in kJ/mol: 433.1
HOMO level in eV: -9.4
Orbital gap in eV: 9.8
Calculated total energy in eV: -13390.1382

Atom charges from the Mulliken analysis, given in e for atoms 1 to 4: number 1, O, carries -0.63; number 2, C, carries -0.28; number 3, H, carries 0.36; number 4, H, carries 0.27

=====

# 2
Computed, not measured: an isolated molecule of C6H6N2O2, with ωB97M-V/def2-TZVPD.

Element x y z (Å)
N  1.900  0.301  0.027
C  0.439  0.091  -0.035
O  2.344  1.560  0.480
H  -3.378  -0.464  -0.240
C  -0.148  -1.123  0.380
O  2.665  -1.561  -0.715
C  -1.521  -1.247  0.380
H  -2.372  1.783  -0.820
H  -1.941  -2.224  0.657
H  0.153  2.031  -0.863
H  0.540  -1.936  0.775
N  2.958  -0.452  -0.284
C  -2.333  -0.221  -0.127
C  -0.321  1.178  -0.465
C  -1.712  0.967  -0.491
H  2.726  1.317  1.341

E_LUMO in eV: 0.38
Multiplicity: 1
ΔE to the lowest compared entry with this formula, charge and spin in kJ/mol: 429.6
HOMO level in eV: -9.3
Orbital gap in eV: 9.7
Calculated total energy in eV: -13390.1742

Atom charges from the Mulliken analysis, given in e for atoms 1 to 4: number 1, N, carries 0.46; number 2, C, carries 0.51; number 3, O, carries -0.43; number 4, H, carries 0.39

=====

# 3
Computed, not measured: an isolated molecule of C6H6N2O2, with ωB97M-V/def2-TZVPD.

Element x y z (Å)
H  3.456  0.563  -0.358
C  -0.572  -0.987  -0.761
H  1.216  1.712  -0.054
C  0.545  -0.205  -0.606
O  -2.982  0.658  1.197
C  2.531  -0.017  0.069
H  1.414  -0.746  -0.939
C  0.363  1.060  -0.002
C  1.841  -0.934  0.445
C  -1.982  0.622  0.475
O  -0.525  -2.051  -1.394
H  -2.546  -1.181  -0.132
H  1.111  -1.722  0.879
N  -1.848  -0.492  -0.434
N  -0.877  1.447  0.592
H  -1.144  2.274  1.022

E_LUMO in eV: -0.40
Multiplicity: 1
ΔE to the lowest compared entry with this formula, charge and spin in kJ/mol: 803.6
HOMO level in eV: -7.7
Orbital gap in eV: 7.3
Calculated total energy in eV: -13386.2981

Atom charges from the Mulliken analysis, given in e for atoms 1 to 4: number 1, H, carries 0.31; number 2, C, carries 0.29; number 3, H, carries 0.41; number 4, C, carries 0.34

=====

# 4
Computed, not measured: an isolated molecule of C6H6N2O2S, with ωB97M-V/def2-TZVPD.

Element x y z (Å)
H  -2.042  2.794  -3.571
H  -0.487  0.811  2.242
O  -0.279  -1.398  -1.338
H  0.280  1.595  0.709
C  0.371  -0.315  -2.092
C  0.471  0.784  1.563
C  -1.446  2.048  -2.857
C  0.527  -1.728  2.795
C  -0.497  -1.018  0.085
H  1.451  1.172  2.124
C  -0.660  0.948  -2.403
N  1.273  -1.496  1.663
H  1.373  0.080  -1.634
S  0.028  -1.776  4.455
H  0.657  -0.779  -3.153
N  0.711  -0.527  0.850
O  -1.731  -1.195  0.563

E_LUMO in eV: -1.18
Multiplicity: 1
ΔE to the lowest compared entry with this formula, charge and spin in kJ/mol: 905.0
HOMO level in eV: -9.7
Orbital gap in eV: 8.5
Calculated total energy in eV: -24219.0799

Atom charges from the Mulliken analysis, given in e for atoms 1 to 4: number 1, H, carries 0.34; number 2, H, carries 0.33; number 3, O, carries -0.25; number 4, H, carries 0.30

=====

# 5
Computed, not measured: a structure of composition C6H6N2O3, with ωB97M-V/def2-TZVPD.

Element x y z (Å)
H  2.918  -0.326  -1.071
O  -3.758  0.527  -0.328
H  0.464  2.899  0.247
C  -1.180  1.491  0.182
C  0.228  1.841  0.233
H  2.341  -1.954  -0.659
C  -1.566  0.228  0.018
H  -1.909  2.295  0.187
C  -0.069  -1.078  0.129
C  2.498  -0.945  -0.284
O  0.581  -0.950  1.308
O  -2.978  -1.489  -0.323
H  -0.344  -2.018  -0.307
H  3.199  -0.980  0.548
N  1.235  1.072  0.159
C  1.200  -0.326  0.184
N  -2.859  -0.287  -0.222

E_LUMO in eV: -1.38
Multiplicity: 1
ΔE to the lowest compared entry with this formula, charge and spin in kJ/mol: 537.4
HOMO level in eV: -10.0
Orbital gap in eV: 8.6
Calculated total energy in eV: -15435.3475

Atom charges from the Mulliken analysis, given in e for atoms 1 to 4: number 1, H, carries 0.36; number 2, O, carries -0.57; number 3, H, carries 0.40; number 4, C, carries -0.30

=====

# 6
Computed, not measured: a structure of composition C6H6N2O3PbS, with ωB97M-V/def2-TZVPD.

Element x y z (Å)
H  1.295  2.170  5.591
H  -1.241  3.096  4.690
O  0.001  2.925  -1.034
N  1.125  1.188  3.717
H  -0.980  1.660  5.739
H  2.108  0.931  3.473
C  0.795  2.273  4.627
C  1.562  -0.901  -0.642
Pb  0.000  0.005  0.170
C  -0.730  2.136  4.786
C  0.012  0.661  3.214
O  2.530  -1.463  -1.031
C  -1.562  -0.899  -0.643
S  -0.002  -0.844  2.374
H  1.077  3.212  4.137
O  -2.530  -1.461  -1.033
C  0.000  1.806  -0.634
H  -2.071  0.864  3.595
N  -1.092  1.205  3.727

E_LUMO (alpha / beta) in eV: -9.02 / -9.69
Multiplicity: 1
HOMO level (alpha / beta) in eV: -15.2 / -14.8
Net charge: +2
Orbital gap (alpha / beta) in eV: 6.2 / 5.2
Calculated total energy in eV: -31498.4264

Atom charges from the Mulliken analysis, given in e for atoms 1 to 4: number 1, H, carries 0.32; number 2, H, carries 0.32; number 3, O, carries -0.16; number 4, N, carries -0.09

=====

# 7
Computed, not measured: an isolated molecule of C6H6N2S, with ωB97M-V/def2-TZVPD.

Element x y z (Å)
C  1.151  2.446  -0.022
S  -2.176  0.398  0.025
C  1.821  -1.173  0.097
C  -1.846  -1.401  0.086
H  1.467  3.463  -0.422
H  -2.624  -2.018  0.506
C  1.646  -2.387  0.025
H  1.363  -3.416  -0.235
N  1.853  1.373  -0.005
C  -0.266  2.201  0.071
C  1.773  0.180  0.096
H  -1.690  -1.954  -0.904
H  -0.989  -1.648  0.781
H  -0.832  2.992  -0.265
N  -0.652  0.944  0.164

E_LUMO in eV: -0.32
Multiplicity: 1
ΔE to the lowest compared entry with this formula, charge and spin in kJ/mol: 479.5
HOMO level in eV: -7.0
Orbital gap in eV: 6.7
Calculated total energy in eV: -20128.6816

Atom charges from the Mulliken analysis, given in e for atoms 1 to 4: number 1, C, carries -0.50; number 2, S, carries -0.07; number 3, C, carries -0.10; number 4, C, carries -0.75

=====

# 8
Computed, not measured: an isolated molecule of C6H6N4O, with ωB97M-V/def2-TZVPD.

Element x y z (Å)
H  -0.634  -0.746  -3.542
C  1.780  0.158  0.011
C  0.619  -0.362  -1.735
C  -0.006  0.432  1.762
H  0.709  -1.896  -3.211
H  1.133  -0.384  -3.804
H  2.569  0.577  0.654
N  0.499  0.178  0.466
C  0.398  -0.876  -3.165
N  1.871  -0.171  -1.282
N  -2.237  0.029  0.726
C  -1.691  -0.225  -0.380
H  -2.351  -0.308  -1.232
H  -1.861  0.125  2.633
N  -1.389  0.160  1.764
C  -0.300  -0.180  -0.604
O  0.552  0.947  2.681

E_LUMO in eV: 0.42
Multiplicity: 1
ΔE to the lowest compared entry with this formula, charge and spin in kJ/mol: 91.7
HOMO level in eV: -8.4
Orbital gap in eV: 8.8
Calculated total energy in eV: -14326.5664

Atom charges from the Mulliken analysis, given in e for atoms 1 to 4: number 1, H, carries 0.33; number 2, C, carries -0.13; number 3, C, carries 0.53; number 4, C, carries 0.42